DFT (wB97M-V/def2-TZVPD) results for a molecular structure, C14H37CoI2OP2Si2 in a non-equilibrium geometry.

The geometry in ORCA input format:
```
! wB97M-V def2-TZVPD RIJCOSX def2/J DEFGRID3
* xyz 2 5
I 3.10 1.77 1.06
I 1.37 -0.53 -2.77
Co 1.92 0.39 -0.58
P 1.07 2.58 -1.15
C -0.46 3.08 -0.29
C 2.04 4.12 -0.97
H 1.50 4.91 -1.50
H 0.19 3.62 -3.14
H 3.04 3.99 -1.40
H 1.38 2.32 -3.52
H -0.28 3.14 0.79
H 2.13 4.38 0.08
C 0.53 2.61 -2.90
H -0.66 4.10 -0.64
H -0.29 1.88 -3.01
H -1.28 2.40 -0.53
P 3.49 -1.17 -0.05
C 2.92 -2.26 1.28
C 3.87 -2.34 -1.40
H 5.62 0.02 -0.17
H 5.77 -1.66 0.45
H 5.17 -0.35 1.53
C 5.18 -0.73 0.50
H 4.17 -1.77 -2.28
H 4.69 -2.98 -1.05
H 3.68 -3.04 1.40
H 1.96 -2.71 1.00
H 2.97 -2.93 -1.61
H 2.79 -1.68 2.20
C 0.39 -0.20 0.86
O 0.63 -0.36 2.05
C -2.32 0.61 2.93
Si -2.94 0.69 1.14
C -4.49 -0.30 0.65
C -3.44 2.48 0.87
C -0.63 -0.23 -0.04
Si -1.49 -1.91 -0.20
C -2.64 -1.75 -1.67
C -0.38 -3.39 -0.51
C -2.10 -2.37 1.51
H -3.13 0.84 3.64
H -1.54 1.39 3.04
H -1.85 -0.34 3.20
H -5.31 -0.13 1.37
H -4.86 0.04 -0.34
H -4.36 -1.38 0.58
H -2.66 3.16 1.24
H -3.62 2.68 -0.20
H -4.36 2.67 1.43
H -0.74 0.52 -0.82
H -2.03 -1.82 -2.59
H -3.33 -2.61 -1.63
H -3.20 -0.80 -1.70
H 0.35 -3.53 0.31
H 0.15 -3.32 -1.47
H -1.06 -4.27 -0.51
H -1.23 -2.38 2.19
H -2.88 -1.76 1.96
H -2.50 -3.38 1.38
*
```

**<S²>**: 6.061
**Orbital gap (alpha / beta)**: 5.178 / 5.075 eV
**Electronic energy**: -3870.11752 hartree


DFT (wB97M-V/def2-TZVPD) results for a molecular structure, C15H22IrN3O5S2 in a non-equilibrium geometry.

The geometry in ORCA input format:
```
! wB97M-V def2-TZVPD RIJCOSX def2/J DEFGRID3
* xyz 2 1
Ir -0.39 1.05 -0.72
C -1.58 -0.44 -3.40
O -0.62 -0.46 -2.31
C 0.72 -0.81 -2.66
C 1.48 0.37 -3.19
O 1.29 1.45 -2.27
C 1.23 2.75 -2.85
C 0.45 3.61 -1.91
O -0.82 2.98 -1.76
C -1.85 3.85 -1.25
H -1.42 -1.31 -4.02
H -1.49 0.47 -3.99
H -2.57 -0.48 -2.94
H 0.73 -1.63 -3.39
H 1.18 -1.16 -1.74
H 1.13 0.66 -4.19
H 2.54 0.12 -3.26
H 0.70 2.70 -3.81
H 2.23 3.16 -3.01
H 0.34 4.61 -2.33
H 0.95 3.69 -0.94
H -1.90 4.75 -1.86
H -1.64 4.14 -0.22
H -2.79 3.32 -1.31
N 1.80 -5.26 3.38
C 0.94 -4.31 2.96
C 0.23 -3.53 3.90
C -0.66 -2.58 3.48
C -0.87 -2.39 2.11
C -0.17 -3.15 1.16
C 0.72 -4.10 1.58
S -1.98 -1.17 1.60
O -2.71 -1.56 0.44
O -2.59 -0.56 2.73
N -0.88 0.04 1.00
C -0.32 0.95 1.83
S -0.23 1.07 3.54
C 0.74 2.48 3.34
C 0.90 2.79 2.03
N 0.30 1.91 1.19
H 1.95 -5.43 4.36
H 2.30 -5.84 2.72
H 0.39 -3.70 4.96
H -1.23 -2.00 4.19
H -0.38 -3.00 0.11
H 1.25 -4.71 0.86
H 1.12 3.02 4.19
H 1.45 3.64 1.65
*
```

**Orbital gap (alpha / beta)**: 4.379 / 4.397 eV
**Electronic energy**: -2025.25428 hartree
**Energy above the lowest of the compared OMol25 structures with the same formula, charge and spin**: 60.2 kJ/mol


DFT (wB97M-V/def2-TZVPD) results for a single C3H5NO2 molecule.

The geometry in ORCA input format:
```
! wB97M-V def2-TZVPD RIJCOSX def2/J DEFGRID3
* xyz 0 1
O 1.67 -0.39 -0.99
C 1.49 -0.06 0.24
C 0.19 -0.13 0.76
N -0.69 -0.82 -0.16
C -1.60 0.08 -0.52
O -1.61 1.27 -0.09
H 2.38 0.27 0.77
H 0.10 -0.32 1.84
H -0.35 1.00 0.61
H 0.77 -0.77 -1.25
H -2.37 -0.24 -1.23
*
```

**Orbital gap**: 9.181 eV
**Electronic energy**: -322.46366 hartree
**Energy above the lowest of the compared OMol25 structures with the same formula, charge and spin**: 290.6 kJ/mol


DFT (wB97M-V/def2-TZVPD) results for a molecular structure, C23H49AlBBrCl3CsFKN2O17P3 in a non-equilibrium geometry.

The geometry in ORCA input format:
```
! wB97M-V def2-TZVPD RIJCOSX def2/J DEFGRID3
* xyz 3 1
C -3.66 -1.34 1.55
C -2.59 -1.90 0.98
C -1.35 -1.09 0.77
C -0.27 -1.43 1.60
P -0.36 -2.81 2.83
P 0.53 -2.13 4.72
O 1.51 -1.05 4.43
O 1.25 -3.30 5.50
O -0.56 -1.61 5.70
C 0.91 -0.62 1.42
C 0.94 0.40 0.49
N -0.14 0.66 -0.26
C -0.05 1.80 -1.21
O -0.81 2.90 -0.87
C -0.63 3.41 0.42
C -1.77 3.18 1.39
O -2.91 3.98 1.01
C -3.93 3.97 1.96
C -5.21 3.06 1.57
C -1.27 -0.07 -0.16
B -2.51 0.27 -1.15
N -2.94 -0.76 -2.00
O -3.11 1.50 -1.26
H -4.33 -1.88 2.20
H -3.91 -0.30 1.35
H -2.61 -2.93 0.66
H -1.72 -3.05 3.21
H 1.26 -4.15 5.03
H -0.44 -0.66 5.86
H 1.84 -0.75 2.00
H 1.83 1.01 0.38
H -0.36 1.46 -2.20
H 1.01 2.08 -1.29
H -0.56 4.55 0.30
H 0.31 3.10 0.88
H -1.43 3.48 2.38
H -2.08 2.13 1.46
H -3.55 3.69 2.96
H -4.31 5.04 2.05
H -5.87 3.03 2.46
H -4.97 2.03 1.34
H -5.80 3.56 0.78
H -3.90 -0.66 -2.32
H -2.76 -1.70 -1.67
H -3.41 1.88 -0.42
O 3.83 3.12 1.12
C 4.27 3.39 0.04
O 3.75 2.74 -1.03
C 4.06 3.12 -2.39
C 5.34 2.48 -2.89
C 5.41 4.36 -0.15
H 4.08 4.20 -2.49
H 3.22 2.77 -2.98
H 6.20 2.81 -2.31
H 5.51 2.74 -3.93
H 5.28 1.40 -2.80
H 6.35 3.82 -0.01
H 5.33 5.12 0.62
H 5.42 4.85 -1.11
O -3.48 -3.12 6.82
Cl -3.09 -3.94 5.73
O -4.13 -4.85 5.35
O -1.86 -4.64 6.00
O -2.81 -3.05 4.57
C 8.29 -2.33 2.88
O 7.04 -3.01 3.18
P 6.10 -3.53 1.99
O 5.86 -2.25 1.25
O 4.87 -3.93 2.92
C 4.15 -2.88 3.55
O 5.75 -4.60 0.76
C 6.08 -5.97 0.96
H 8.93 -2.44 3.75
H 8.79 -2.76 2.01
H 8.07 -1.28 2.70
H 4.26 -1.93 3.02
H 4.49 -2.75 4.57
H 3.08 -3.16 3.56
H 5.55 -6.41 1.81
H 7.16 -6.11 1.09
H 5.81 -6.54 0.03
Cs -5.96 5.01 2.39
C -6.30 -1.59 -6.19
C -6.21 -0.51 -5.13
C -5.15 0.51 -5.50
O -5.90 -1.08 -3.85
H -5.33 -2.12 -6.27
H -7.05 -2.34 -5.93
H -6.55 -1.17 -7.16
H -7.18 -0.02 -5.03
H -4.17 0.03 -5.56
H -5.07 1.31 -4.76
H -5.39 0.95 -6.46
H -5.05 -1.52 -3.95
C -2.08 2.83 -7.00
Cl -3.22 1.81 -7.87
Cl -2.15 2.58 -5.25
H -1.08 2.60 -7.35
H -2.32 3.87 -7.21
Br 0.76 5.75 -0.62
K 2.86 -1.87 1.78
F -4.29 -0.65 -7.77
Al 4.43 -7.81 -0.71
*
```

**Orbital gap**: 1.426 eV
**Electronic energy**: -8258.50562 hartree


electronic energy of number 3 (C3H5NO2)? -322.46366 hartree


The lowest electronic energy belongs to which entry? C23H49AlBBrCl3CsFKN2O17P3


What is the electronic energy in the fourth record? -8258.50562 hartree


What did the third record say?
DFT (wB97M-V/def2-TZVPD) results for a single C3H5NO2 molecule.

The geometry in ORCA input format:
```
! wB97M-V def2-TZVPD RIJCOSX def2/J DEFGRID3
* xyz 0 1
O 1.67 -0.39 -0.99
C 1.49 -0.06 0.24
C 0.19 -0.13 0.76
N -0.69 -0.82 -0.16
C -1.60 0.08 -0.52
O -1.61 1.27 -0.09
H 2.38 0.27 0.77
H 0.10 -0.32 1.84
H -0.35 1.00 0.61
H 0.77 -0.77 -1.25
H -2.37 -0.24 -1.23
*
```

**Orbital gap**: 9.181 eV
**Electronic energy**: -322.46366 hartree
**Energy above the lowest of the compared OMol25 structures with the same formula, charge and spin**: 290.6 kJ/mol